A | Computed, not measured: an isolated ion of composition C6H14NO and charge -1, with ωB97M-V with the def2-TZVPD basis set.

Last column: natural (NBO) charge in e.
CARTESIAN COORDINATES (ANGSTROEM)
C (-1.710, 1.436, 0.394)  -0.6257
C (-0.574, 0.412, 0.075)  -0.0850
C (0.602, 0.586, 1.046)  -0.3884
C (1.426, -0.698, 1.128)  -0.4018
C (2.520, -0.669, 2.225)  -0.6120
N (-0.112, 0.527, -1.292)  -0.7189
C (-0.878, -0.405, -2.282)  0.1606
O (-1.559, -1.344, -1.657)  -0.9292
H (-1.819, 1.526, 1.482)  0.1723
H (-2.624, 1.065, -0.054)  0.2198
H (-1.391, 2.418, 0.039)  0.1736
H (-1.037, -0.578, 0.112)  0.2546
H (1.187, 1.411, 0.632)  0.1804
H (0.282, 0.917, 2.042)  0.1704
H (1.927, -0.899, 0.184)  0.2123
H (0.702, -1.491, 1.254)  0.2018
H (3.496, -0.830, 1.770)  0.1920
H (2.534, 0.333, 2.656)  0.1940
H (2.371, -1.442, 2.979)  0.1946
H (0.062, 1.445, -1.528)  0.3247
H (-0.056, -0.820, -2.912)  0.0671
H (-1.508, 0.289, -2.894)  0.0430

The molar mass comes out at 116.18 g/mol. Its structure (SMILES) is CCC[C@@H](C)NC[O-]. As for the charge: -1. The calculation puts the orbital gap at 6.3 eV. Its HOMO energy is -2.41 eV.

B | Computed, not measured: an isolated ion of composition C6H14NO and charge -1, with ωB97M-V with the def2-TZVPD basis set.

Last column: natural (NBO) charge in e.
CARTESIAN COORDINATES (ANGSTROEM)
C (0.451, -0.810, 0.397)  -0.1981
N (-0.548, -0.588, 1.517)  -0.7292
C (0.162, -0.829, 2.922)  0.1601
O (1.433, -0.919, 2.776)  -0.9300
C (-0.398, -0.738, -0.981)  -0.4107
C (-1.145, 0.588, -1.265)  -0.4082
C (-0.149, 1.579, -1.777)  -0.3973
C (0.204, 1.424, -3.215)  -0.6056
H (1.190, -0.054, 0.206)  0.1561
H (0.903, -1.809, 0.521)  0.2093
H (-0.778, 0.394, 1.560)  0.3171
H (-0.296, -1.695, 3.355)  0.0622
H (-0.095, 0.077, 3.463)  0.0433
H (0.314, -1.025, -1.762)  0.1741
H (-1.119, -1.625, -0.985)  0.1897
H (-2.015, 0.486, -1.884)  0.1907
H (-1.614, 1.102, -0.314)  0.2020
H (0.828, 1.541, -1.142)  0.1972
H (-0.516, 2.567, -1.544)  0.1890
H (0.521, 0.424, -3.516)  0.2044
H (-0.704, 1.706, -3.744)  0.1880
H (1.006, 2.094, -3.518)  0.1959

The molar mass comes out at 116.18 g/mol. Its structure (SMILES) is CCCCCNC[O-]. As for the charge: -1. The calculation puts the orbital gap at 5.8 eV. Its HOMO energy is -2.24 eV.

C | Computed, not measured: an isolated ion of composition C6H14NO and charge -1, with ωB97M-V with the def2-TZVPD basis set.

Last column: natural (NBO) charge in e.
CARTESIAN COORDINATES (ANGSTROEM)
C (-0.668, -1.362, -1.931)  0.0080
O (0.468, -0.806, -2.317)  -0.9290
C (-1.626, -0.627, -0.884)  -0.4504
C (-1.069, 0.796, -0.567)  -0.4412
C (-0.754, 1.049, 0.967)  -0.4257
C (0.744, 1.341, 1.426)  -0.2053
N (1.593, 0.195, 1.759)  -0.6527
C (2.113, -0.577, 0.583)  -0.4992
H (-0.640, -2.384, -1.531)  0.0621
H (-1.337, -1.549, -2.827)  0.0457
H (-1.402, -1.142, 0.049)  0.1602
H (-2.684, -0.764, -1.187)  0.1824
H (-0.165, 0.909, -1.184)  0.2540
H (-1.689, 1.600, -0.963)  0.1717
H (-1.155, 2.052, 1.091)  0.1887
H (-1.141, 0.170, 1.470)  0.1930
H (1.283, 2.033, 0.748)  0.1869
H (0.441, 1.918, 2.303)  0.1662
H (1.053, -0.480, 2.326)  0.3375
H (3.191, -0.335, 0.517)  0.1717
H (1.832, -1.611, 0.626)  0.1950
H (1.610, -0.424, -0.472)  0.2802

The molar mass comes out at 116.18 g/mol. Its structure (SMILES) is CNCCCCC[O-]. As for the charge: -1. The calculation puts the orbital gap at 6.5 eV. Its HOMO energy is -2.42 eV.

Most stable structure, least stable structure: A, C.

A | Computed, not measured: one molecule with the formula C3H9N3, with ωB97M-V with the def2-TZVPD basis set.

Last column: natural (NBO) charge in e.
CARTESIAN COORDINATES (ANGSTROEM)
C (-0.478, -0.792, -1.224)  -0.2193
C (-0.548, -0.289, 0.228)  -0.2404
C (0.952, 0.749, 1.875)  0.2822
H (-0.302, 0.996, -2.060)  0.3552
H (0.279, -0.281, -2.996)  0.3665
H (0.000, -1.792, -1.276)  0.1932
H (-1.505, -0.879, -1.573)  0.1710
H (-1.026, -1.051, 0.837)  0.1982
H (-1.214, 0.580, 0.283)  0.1781
H (1.431, 0.200, -0.056)  0.4066
H (1.916, 1.293, 1.952)  0.1609
H (-0.699, 0.272, 2.522)  0.3120
N (0.259, 0.133, -2.041)  -0.8420
N (0.803, 0.009, 0.706)  -0.6378
N (0.133, 0.853, 2.822)  -0.6846

The molar mass comes out at 87.13 g/mol. Its structure (SMILES) is [H]/N=C\NCCN. The calculation puts the orbital gap at 9.9 eV. Its HOMO energy is -9.05 eV.

B | Computed, not measured: a 2-piece molecular cluster, C3H9N3 overall, with ωB97M-V with the def2-TZVPD basis set.

Last column: natural (NBO) charge in e.
CARTESIAN COORDINATES (ANGSTROEM)
C (-1.105, -2.298, -0.491)  -0.4458
C (-1.172, -0.707, 1.205)  -0.0713
N (-0.460, -1.385, 0.421)  -0.3915
H (-1.173, -1.806, -1.458)  0.2147
H (-0.484, -3.177, -0.654)  0.2065
H (-2.074, -2.647, -0.120)  0.1744
H (-0.725, -0.011, 1.911)  0.1774
H (-2.242, -0.956, 1.281)  0.1403
N (1.937, 1.299, -1.013)  -0.8260
C (1.045, 1.810, -0.102)  0.2785
N (0.926, 3.065, 0.045)  -0.7428
H (2.286, 0.378, -0.822)  0.3960
H (2.505, 2.043, -1.384)  0.3941
H (0.348, 1.087, 0.314)  0.1543
H (0.388, 3.304, 0.869)  0.3412

The molar mass comes out at 87.13 g/mol. Its structure (SMILES) is [H]/N=C/N.C=NC. The calculation puts the orbital gap at 10.0 eV. Its HOMO energy is -8.97 eV.

Most stable structure, least stable structure: A, B.

A | Computed, not measured: a 2-piece molecular cluster, C3H9N3 overall, with ωB97M-V with the def2-TZVPD basis set.

Last column: natural (NBO) charge in e.
CARTESIAN COORDINATES (ANGSTROEM)
C (-0.574, 2.635, -0.458)  -0.7064
C (-0.248, 1.531, 0.311)  0.1209
N (-1.046, 0.859, 1.199)  -0.7697
H (-0.775, 2.431, -1.506)  0.2171
H (-0.697, 3.637, -0.073)  0.2189
H (0.705, 1.009, 0.203)  0.1557
H (-1.958, 1.279, 1.341)  0.3876
H (-0.583, 0.551, 2.051)  0.3782
N (0.385, -1.133, -0.893)  -0.8074
C (0.637, -2.379, -0.436)  0.3088
N (1.789, -2.939, -0.416)  -0.7826
H (1.178, -0.599, -1.203)  0.4048
H (-0.554, -0.789, -0.838)  0.4045
H (-0.175, -2.756, 0.208)  0.1209
H (1.916, -3.337, 0.511)  0.3486

The molar mass comes out at 87.13 g/mol. Its structure (SMILES) is [H]/N=C/N.C=CN. The calculation puts the orbital gap at 7.8 eV. Its HOMO energy is -7.43 eV.

B | Computed, not measured: a 2-piece molecular cluster, C3H9N3 overall, with ωB97M-V with the def2-TZVPD basis set.

Last column: natural (NBO) charge in e.
CARTESIAN COORDINATES (ANGSTROEM)
C (-0.894, -0.039, -1.732)  -0.4406
C (1.693, 0.464, 0.287)  -0.2036
N (1.011, 0.100, 1.300)  -0.2105
N (1.110, -1.160, 1.757)  -0.6347
C (-1.645, 0.881, 0.259)  -0.0389
N (-1.305, 1.063, -0.937)  -0.4055
H (1.539, -1.865, 1.157)  0.3418
H (0.298, -1.463, 2.270)  0.3716
H (-1.216, -1.016, -1.343)  0.1628
H (-1.272, 0.092, -2.746)  0.2059
H (0.233, -0.034, -1.705)  0.2076
H (1.682, 1.511, 0.044)  0.1961
H (2.442, -0.173, -0.189)  0.1463
H (-1.846, 1.744, 0.874)  0.1730
H (-1.830, -0.106, 0.705)  0.1288

The molar mass comes out at 87.13 g/mol. Its structure (SMILES) is C=NC.C=NN. The calculation puts the orbital gap at 10.1 eV. Its HOMO energy is -9.08 eV.

Most stable structure, least stable structure: B, A.

A | Computed, not measured: a 2-piece molecular cluster, C3H9N3 overall, with ωB97M-V with the def2-TZVPD basis set.

Last column: natural (NBO) charge in e.
CARTESIAN COORDINATES (ANGSTROEM)
C (-0.839, 1.198, -2.171)  -0.4512
C (-1.795, 0.084, -0.360)  -0.0567
N (-1.809, 1.047, -1.153)  -0.3931
H (-1.042, 1.837, -3.029)  0.2099
H (-0.495, 0.242, -2.609)  0.1782
H (0.094, 1.644, -1.779)  0.2070
H (-2.460, -0.077, 0.482)  0.1738
H (-1.133, -0.784, -0.592)  0.1312
N (0.913, -0.344, 2.466)  -0.7898
C (1.526, -0.592, 1.262)  0.3493
N (1.889, -1.755, 0.919)  -0.8370
H (0.263, 0.417, 2.381)  0.3768
H (0.632, -1.219, 2.884)  0.3956
H (1.441, 0.324, 0.640)  0.1175
H (2.815, -2.022, 0.658)  0.3886

The molar mass comes out at 87.13 g/mol. Its structure (SMILES) is [H]/N=C/N.C=NC. The calculation puts the orbital gap at 9.7 eV. Its HOMO energy is -8.77 eV.

B | Computed, not measured: one molecule with the formula C3H9N3, with ωB97M-V with the def2-TZVPD basis set.

Last column: natural (NBO) charge in e.
CARTESIAN COORDINATES (ANGSTROEM)
C (0.648, 0.422, 0.406)  -0.2251
C (0.015, 1.120, 1.593)  -0.6328
N (-1.244, -1.167, -0.107)  -0.8494
N (-0.426, -0.050, -0.548)  -0.2875
C (0.089, -0.783, -1.785)  0.3242
N (0.935, -1.701, -1.791)  -0.6154
H (-2.000, -0.707, 0.411)  0.2949
H (-0.951, 0.773, -0.860)  0.3795
H (1.092, -2.088, -0.859)  0.3604
H (-0.253, -0.317, -2.706)  0.1755
H (1.322, 1.078, -0.154)  0.1958
H (1.186, -0.471, 0.717)  0.2166
H (0.788, 1.452, 2.287)  0.2281
H (-0.551, 2.003, 1.282)  0.2015
H (-0.651, 0.436, 2.117)  0.2335

The molar mass comes out at 87.13 g/mol. The calculation puts the orbital gap at 8.3 eV. Its HOMO energy is -7.60 eV.

Most stable structure, least stable structure: A, B.